1.
111
Properties=species:S:1:pos:R:3:forces:R:3 method="wB97M-V/def2-TZVPD" orbital_gap_ha="0.290 / 0.200" s2=6.024 multiplicity=5 total_charge=+1 fmax_ev_per_a=1.29 e_lumo_ev="-1.71 / -4.69" e_tot_ev=-227119.2908
Os -1.0438 -0.8459 -0.0047 -0.543 -0.764 -0.620
C 2.1847 -0.1175 0.8847 -0.473 0.044 -0.066
Si 0.4448 0.5972 1.2320 0.796 0.469 0.896
C 0.1040 0.2857 3.0864 -0.162 -0.113 -0.375
C 0.9618 0.7430 4.0850 0.018 0.074 -0.026
C 0.7797 0.3684 5.4058 0.109 0.045 -0.059
C -0.2709 -0.4726 5.7527 -0.138 -0.014 0.016
C -1.1600 -0.9039 4.7836 0.038 0.027 0.045
C -0.9760 -0.5162 3.4550 0.071 0.053 -0.047
P -2.0584 -1.0984 2.1218 -0.181 -0.202 0.851
C -2.2809 -2.8646 2.5469 0.065 -0.022 -0.121
C -3.4579 -3.5338 2.2211 0.073 0.020 0.071
C -3.5787 -4.8894 2.4826 -0.091 0.017 -0.045
C -2.5326 -5.5862 3.0693 0.019 -0.015 -0.039
C -1.3509 -4.9283 3.3747 0.045 -0.038 0.013
C -1.2180 -3.5755 3.1043 -0.096 0.082 -0.078
C -3.7206 -0.4156 2.4194 0.070 0.045 -0.319
C -4.6096 -0.4329 1.3453 0.127 0.055 0.001
C -5.9097 0.0193 1.5065 -0.077 -0.024 -0.025
C -6.3354 0.4679 2.7481 0.005 0.035 0.006
C -5.4543 0.4821 3.8200 0.010 -0.008 0.034
C -4.1445 0.0569 3.6569 0.037 -0.007 -0.044
C 0.6693 2.5051 1.1884 -0.659 -0.037 -0.277
C 1.9799 2.9839 1.2041 -0.001 -0.300 -0.047
C 2.2733 4.3108 1.4731 0.105 0.120 0.097
C 1.2488 5.1938 1.7512 0.109 0.088 -0.009
C -0.0670 4.7652 1.6875 -0.042 -0.137 -0.098
C -0.3806 3.4461 1.3607 0.355 -0.096 0.256
P -2.1346 2.9137 1.2727 -0.034 0.091 -0.410
C -3.0245 4.5250 1.4197 0.011 -0.158 0.223
C -3.9437 4.7015 2.4475 0.169 -0.042 -0.013
C -4.6438 5.8960 2.5628 -0.131 0.079 0.037
C -4.4488 6.9089 1.6392 0.004 -0.002 0.070
C -3.5299 6.7408 0.6101 0.040 -0.025 -0.073
C -2.8223 5.5575 0.5002 -0.140 0.067 0.101
C -2.3971 2.8529 -0.5615 0.078 -0.015 -0.106
C -1.4285 3.1149 -1.5307 -0.062 -0.129 0.173
C -1.7959 3.3197 -2.8555 0.042 -0.145 -0.119
C -3.1242 3.2260 -3.2433 -0.045 0.001 0.090
C -4.0952 2.9246 -2.2925 0.051 -0.052 0.066
C -3.7323 2.7530 -0.9626 0.076 -0.197 -0.187
H 2.8692 0.0459 1.7186 -0.051 0.048 0.061
H 2.6070 0.3437 -0.0115 0.022 -0.067 -0.037
H 2.1178 -1.1896 0.6941 0.061 -0.028 0.026
H 1.7840 1.3949 3.8098 0.052 -0.009 0.086
H 1.4712 0.7117 6.1644 -0.016 0.010 0.017
H -0.3962 -0.7939 6.7783 -0.007 0.024 0.011
H -1.9708 -1.5699 5.0521 -0.002 -0.002 0.028
H -4.2808 -2.9981 1.7658 -0.032 -0.012 0.031
H -4.4984 -5.3996 2.2276 -0.003 -0.021 0.027
H -2.6379 -6.6425 3.2775 0.012 -0.007 0.018
H -0.5274 -5.4661 3.8257 0.001 -0.017 -0.014
H -0.2921 -3.0634 3.3322 0.033 -0.048 0.037
H -4.2682 -0.8013 0.3833 -0.062 0.049 -0.037
H -6.5957 0.0147 0.6688 0.020 -0.015 -0.006
H -7.3520 0.8124 2.8828 -0.013 -0.009 -0.012
H -5.7915 0.8162 4.7925 0.024 0.064 -0.014
H -3.4566 0.1057 4.4886 -0.013 -0.003 0.032
H 2.7969 2.2944 1.0291 0.009 0.067 0.032
H 3.3022 4.6452 1.5068 0.014 -0.020 -0.041
H 1.4709 6.2218 2.0062 -0.019 0.015 0.007
H -0.8599 5.4708 1.8902 0.099 0.002 0.016
H -4.1034 3.9032 3.1634 -0.013 0.002 0.004
H -5.3442 6.0366 3.3757 -0.031 -0.032 -0.010
H -5.0063 7.8326 1.7203 0.002 0.010 0.020
H -3.3652 7.5345 -0.1072 -0.010 0.005 0.000
H -2.0968 5.4357 -0.2939 -0.046 0.013 -0.058
H -0.3871 3.1945 -1.2447 0.018 0.058 0.009
H -1.0388 3.5659 -3.5899 0.020 -0.014 0.017
H -3.4079 3.4155 -4.2708 0.008 -0.044 0.001
H -5.1368 2.8561 -2.5829 0.015 0.025 0.025
H -4.4944 2.5874 -0.2106 -0.092 -0.054 0.011
O -0.5783 -3.5493 -5.1392 0.005 -0.068 0.066
C -1.8252 -3.1965 -4.5740 -0.216 0.092 -0.012
C -1.5853 -2.5246 -3.2078 0.130 0.038 0.094
C -2.9683 -2.1587 -2.6413 0.016 -0.337 -0.337
O -2.9575 -1.1363 -1.6520 -0.075 0.582 0.226
C -0.7175 -1.2932 -3.4870 -0.004 -0.152 0.119
Se 0.2000 -0.3875 -1.9990 0.264 0.625 -0.672
C -0.8644 -3.5537 -2.3346 -0.071 0.084 0.061
Se -0.8936 -3.2977 -0.3841 0.205 0.285 0.096
H -0.7269 -4.1237 -5.8953 0.021 -0.002 -0.021
H -2.4537 -4.0834 -4.4266 -0.025 0.034 0.011
H -2.3676 -2.5034 -5.2313 0.029 0.004 0.025
H -3.4070 -3.0411 -2.1696 -0.008 0.041 -0.017
H -3.6269 -1.8507 -3.4598 0.003 0.020 0.061
H -3.0851 -0.2721 -2.0703 0.032 -0.086 0.063
H -1.3041 -0.5118 -3.9778 0.041 0.038 0.025
H 0.0905 -1.5880 -4.1554 0.017 0.078 0.030
H 0.1852 -3.6175 -2.6229 0.004 -0.056 0.069
H -1.3164 -4.5364 -2.4750 0.030 0.002 -0.027
C 5.7555 -1.1226 -4.0737 0.064 -0.024 -0.078
N 4.5504 -1.0731 -3.2573 0.118 -0.019 0.083
C 3.5798 -0.0977 -3.7115 -0.084 0.034 0.013
C 4.2118 -2.0644 -2.4053 -0.183 -0.122 -0.047
S 2.6028 -2.4176 -2.0005 -0.051 -0.002 -0.042
N 5.2160 -2.8078 -1.8793 0.046 0.069 -0.017
C 6.4794 -2.2065 -1.4685 0.055 0.006 0.040
C 4.9193 -4.0607 -1.2045 -0.023 -0.072 -0.010
H 5.4703 -1.0140 -5.1220 -0.018 -0.004 0.009
H 6.2597 -2.0769 -3.9556 -0.009 0.027 -0.021
H 6.4438 -0.3122 -3.8242 0.015 -0.033 -0.009
H 4.0947 0.8437 -3.9072 0.010 -0.028 -0.020
H 2.8253 0.0597 -2.9510 -0.025 0.039 0.050
H 3.0848 -0.4298 -4.6300 0.014 -0.008 0.014
H 6.5070 -1.1517 -1.7223 0.013 -0.025 0.030
H 7.3256 -2.7163 -1.9326 0.021 0.049 -0.004
H 6.5780 -2.2978 -0.3842 -0.011 0.001 -0.003
H 4.1741 -4.6165 -1.7655 -0.008 -0.016 0.024
H 4.5439 -3.8983 -0.1907 0.001 0.021 -0.007
H 5.8379 -4.6451 -1.1572 0.015 0.025 0.000


2.
52
Properties=species:S:1:pos:R:3:forces:R:3 method="wB97M-V/def2-TZVPD" orbital_gap_ha=0.202 total_charge=+1 fmax_ev_per_a=1.21 e_lumo_ev=-5.87 e_tot_ev=-78547.7978
C 1.5373 3.1835 2.0400 0.019 -0.292 -0.024
C 0.9765 2.0853 1.1376 0.600 0.206 0.283
C 0.4035 2.6279 -0.1711 -0.109 1.199 -0.134
C -1.0298 2.2617 -0.5728 0.086 -0.089 -0.084
C -2.0250 2.4977 0.5578 0.156 -0.357 0.029
C -1.1309 0.8202 -1.1107 -0.390 0.364 -0.123
O 0.1776 0.3272 -1.3118 -0.025 -0.139 -0.036
C 0.4297 -1.0742 -1.5418 0.331 0.150 -0.475
C 0.1114 -1.4948 -2.9892 -0.356 0.124 0.201
C -1.1810 -0.9937 -3.6224 0.042 0.052 -0.266
O -0.9850 0.2537 -4.2981 -0.189 0.122 0.009
B 2.0359 -1.2245 -1.4102 0.191 0.230 0.021
O 2.7430 -1.9426 -2.3372 -0.504 -0.221 0.087
O 2.7009 -0.4788 -0.4427 -0.658 -0.493 0.430
C -0.1021 -2.0255 -0.4254 0.496 -0.078 0.024
N 0.7660 -3.2128 -0.4608 0.096 0.362 0.043
I -2.1376 -2.7241 -0.7787 -0.198 0.007 0.042
C 0.0195 -1.3941 0.9581 -0.534 -0.055 0.473
C -0.5838 -2.1569 2.1425 0.493 0.552 0.111
C -0.2751 -1.4030 3.4590 -0.534 -0.070 0.131
N -1.4537 -1.0134 4.2386 0.225 0.053 -0.025
H 2.3713 3.6880 1.5518 -0.009 0.192 -0.024
H 0.7742 3.9049 2.3258 -0.018 0.145 -0.042
H 1.9320 2.7420 2.9520 0.022 0.010 0.092
H 0.2049 1.5532 1.6860 -0.137 -0.086 -0.121
H 1.7810 1.3830 0.9333 -0.175 -0.225 -0.153
H 1.1165 2.3744 -0.9891 0.163 -0.604 -0.165
H 0.4065 3.7450 -0.0385 -0.177 0.082 0.160
H -1.3297 2.9407 -1.3818 0.096 0.039 -0.148
H -1.8979 1.7453 1.3350 0.022 -0.029 0.094
H -1.9104 3.4740 1.0234 -0.136 0.165 -0.085
H -3.0332 2.3675 0.1733 -0.141 0.191 0.036
H -1.7206 0.2261 -0.4141 0.158 -0.217 0.102
H -1.6973 0.8613 -2.0390 0.015 -0.098 -0.118
H 0.9128 -1.1237 -3.6292 0.094 -0.084 -0.096
H 0.1856 -2.5776 -3.0544 -0.028 -0.102 0.048
H -1.9937 -0.8722 -2.9170 -0.069 -0.097 0.122
H -1.5213 -1.7091 -4.3689 0.014 -0.026 -0.099
H -0.1581 0.6305 -3.9954 0.161 -0.019 0.041
H 3.3030 -2.6115 -1.9435 0.481 -0.060 -0.135
H 3.2915 -1.0325 0.0762 0.564 0.252 -0.143
H 0.2942 -4.0524 -0.7591 0.083 -0.068 -0.119
H 1.1696 -3.3716 0.4518 -0.156 -0.217 0.121
H 1.0806 -1.2689 1.1790 0.124 0.119 -0.229
H -0.4151 -0.3984 0.9788 0.054 0.050 -0.160
H -1.6635 -2.1978 2.0473 -0.096 -0.335 -0.131
H -0.1535 -3.1544 2.1977 -0.289 -0.252 -0.044
H 0.3489 -2.0224 4.1005 0.221 0.008 -0.035
H 0.2643 -0.4832 3.2355 0.257 -0.006 0.065
H -1.7335 -0.0617 4.0611 -0.136 0.005 -0.069
H -2.2404 -1.6257 4.0821 -0.058 -0.026 0.053
Cu 1.0340 4.0083 -1.9216 -0.143 -0.333 0.463


3.
96
Properties=species:S:1:pos:R:3:forces:R:3 method="wB97M-V/def2-TZVPD" relative_energy_ev=5.0007 orbital_gap_ha="0.203 / 0.203" total_charge=0 fmax_ev_per_a=1.17 e_lumo_ev="-1.45 / -1.45" e_tot_ev=-68492.4298
Rh -0.4433 -0.0107 1.9420 0.203 0.192 0.171
C 3.9108 6.3563 2.2901 0.024 0.020 -0.033
C 3.2559 6.0465 3.4716 -0.017 0.002 0.031
C 2.4820 4.8979 3.5589 0.021 0.021 0.005
C 2.3635 4.0478 2.4642 -0.018 -0.014 -0.123
C 3.0289 4.3613 1.2788 -0.021 0.033 0.031
C 3.7937 5.5131 1.1923 -0.014 -0.004 0.006
C 1.5439 2.8147 2.5380 -0.024 0.028 -0.053
C 2.2385 1.5526 2.3028 -0.187 -0.017 0.022
C 3.6512 1.3774 2.2678 0.075 -0.132 0.063
C 3.8841 0.0240 2.3647 0.017 0.107 -0.035
C 2.6058 -0.5882 2.4851 -0.141 -0.007 -0.051
C 2.2754 -1.8264 3.0708 0.094 0.082 0.058
C 3.3752 -2.7950 3.3214 -0.007 -0.032 -0.025
C 3.3224 -4.0532 2.7254 0.015 0.018 -0.012
C 4.3422 -4.9690 2.9313 -0.003 0.002 0.000
C 5.4163 -4.6421 3.7463 0.004 -0.017 -0.012
C 5.4658 -3.3971 4.3558 0.009 0.010 0.012
C 4.4532 -2.4746 4.1418 -0.027 -0.025 0.036
C 1.0165 -2.1628 3.5661 -0.192 -0.026 0.026
N -0.2137 -1.5392 3.3052 0.149 0.218 0.341
C -1.1372 -2.2097 3.9997 0.031 -0.173 -0.199
C -2.5299 -1.8948 3.7022 -0.750 -0.577 -0.186
C -3.4899 -1.5091 4.7410 0.185 0.640 -0.047
C -3.0558 -1.0696 5.9945 0.024 0.022 -0.062
C -3.9687 -0.6731 6.9580 -0.044 0.040 -0.005
C -5.3288 -0.6840 6.6784 0.038 0.010 0.007
C -5.7692 -1.1023 5.4297 -0.021 -0.034 0.011
C -4.8611 -1.5233 4.4745 -0.021 -0.036 0.028
C -2.8673 -1.9081 2.3887 1.109 -0.058 0.367
C -2.2720 -1.9955 1.0745 -0.074 0.029 0.040
C -0.8095 -1.6828 0.7964 -0.085 0.062 -0.144
C -2.4193 0.1986 1.9937 -0.055 -0.093 -0.026
N -3.2271 -0.8793 1.4881 -0.504 0.045 -0.163
C -2.9277 1.2913 2.6276 0.155 0.038 -0.008
C -1.8755 2.2380 2.9894 -0.021 -0.031 -0.037
C -1.8920 3.6842 3.1564 0.046 -0.057 -0.065
C -0.6026 4.0935 3.0749 0.083 0.114 -0.070
C 0.2273 2.9134 2.8810 -0.107 -0.106 0.092
N -0.6312 1.8163 2.9147 0.058 -0.165 0.161
C -4.3494 1.5735 2.9104 -0.023 0.009 -0.019
C -4.7082 2.1641 4.1224 0.002 0.027 -0.006
C -6.0361 2.4279 4.4199 -0.001 0.001 -0.012
C -7.0315 2.1037 3.5095 -0.011 -0.002 0.021
C -6.6867 1.5137 2.3014 -0.010 -0.020 0.004
C -5.3592 1.2507 2.0025 0.004 0.020 0.019
C -0.5463 -3.1948 4.8328 -0.067 -0.070 -0.228
C 0.7833 -3.2038 4.5200 0.063 0.060 0.005
N 1.6370 0.3566 2.3572 0.021 -0.011 0.011
H 4.5140 7.2523 2.2229 0.000 -0.001 0.003
H 3.3497 6.6966 4.3317 0.003 0.005 0.003
H 1.9805 4.6452 4.4843 -0.002 -0.012 0.011
H 2.9237 3.7049 0.4240 0.014 -0.017 -0.005
H 4.2987 5.7539 0.2661 0.005 0.005 -0.005
H 4.3895 2.1605 2.2295 0.003 0.017 0.002
H 4.8388 -0.4726 2.3883 0.019 -0.009 0.028
H 2.4812 -4.3051 2.0921 -0.006 0.004 -0.002
H 4.2950 -5.9397 2.4559 0.006 -0.007 -0.007
H 6.2118 -5.3573 3.9081 0.004 -0.010 0.009
H 6.2939 -3.1422 5.0041 0.007 -0.001 0.006
H 4.4810 -1.5106 4.6320 0.007 0.023 -0.009
H -1.9939 -1.0128 6.2012 0.014 -0.055 0.006
H -3.6150 -0.3383 7.9248 -0.006 -0.002 0.011
H -6.0413 -0.3704 7.4298 -0.011 0.006 0.010
H -6.8276 -1.1136 5.2036 -0.005 0.010 -0.005
H -5.2105 -1.8799 3.5136 0.010 0.004 -0.015
H -2.7857 -2.6234 0.3509 0.021 -0.130 0.124
H -0.1824 -2.5169 1.1183 -0.065 -0.040 -0.051
H -2.7724 4.2963 3.2675 -0.016 0.009 0.027
H -0.2398 5.1083 3.0973 0.008 0.017 0.029
H -3.9384 2.3966 4.8490 0.014 -0.014 0.007
H -6.2942 2.8768 5.3704 -0.001 0.002 0.012
H -8.0693 2.3046 3.7417 -0.010 0.006 0.000
H -7.4570 1.2545 1.5863 -0.014 -0.004 -0.009
H -5.0990 0.7714 1.0687 -0.007 0.006 -0.009
H -1.0871 -3.8322 5.5123 0.025 -0.039 0.010
H 1.5514 -3.8401 4.9263 0.007 -0.025 0.020
N -0.4058 -1.3377 -1.7514 -0.004 0.067 -0.014
C -0.5740 -1.4893 -0.6219 -0.042 -0.003 -0.029
O 0.0631 3.0379 -1.0009 -0.016 0.030 -0.027
C -0.6863 2.1729 -0.3573 -0.027 0.036 -0.016
O -0.1592 1.2909 0.2972 -0.001 0.019 -0.068
C -2.1850 2.3884 -0.5256 0.044 0.042 0.080
N -2.3956 3.5543 -1.4028 0.004 -0.009 -0.027
C -2.9652 3.0504 -2.6674 -0.015 0.035 -0.021
C -3.7483 1.8003 -2.2848 0.005 0.005 -0.012
C -2.8807 1.1764 -1.1894 0.002 -0.059 0.028
H -2.5840 2.5761 0.4712 -0.024 0.009 -0.035
H -0.5975 3.6635 -1.4073 0.021 -0.040 0.018
H -3.0294 4.2100 -0.9671 0.015 -0.006 0.012
H -2.1491 2.7940 -3.3478 0.005 -0.012 0.015
H -3.5609 3.8298 -3.1403 -0.002 -0.018 -0.015
H -3.8943 1.1236 -3.1252 -0.025 -0.006 -0.007
H -4.7309 2.0757 -1.8945 0.005 0.019 0.023
H -2.1441 0.4959 -1.6156 0.016 0.013 -0.031
H -3.4594 0.6105 -0.4626 0.035 -0.013 -0.021